Below is a cluster of 2 separate species, C6H7FO in total, with properties calculated with wB97M-V/def2-TZVPD.

Last column: Mulliken charge in e.
Geometry (Å):
F (1.302, 1.703, -0.455)  -0.30
C (-2.258, -0.467, 0.106)  -0.37
C (-1.862, 0.488, 1.090)  -0.43
C (-1.336, -0.745, -0.944)  -0.34
C (-0.704, 1.275, 0.822)  -0.28
C (-0.221, 0.023, -1.141)  -0.22
C (0.154, 1.013, -0.251)  0.32
H (-3.200, -1.009, 0.258)  0.34
H (-2.545, 0.770, 1.902)  0.33
H (-1.484, -1.624, -1.585)  0.31
H (-0.503, 2.073, 1.549)  0.33
H (0.457, -0.211, -1.972)  0.32
O (4.058, -1.435, -0.008)  -0.65
H (3.998, -1.341, 0.970)  0.32
H (4.143, -0.513, -0.341)  0.32

- orbital gap (eV) = 10.17
- total charge = 0
- HOMO (eV) = -9.3
- SMILES string = Fc1ccccc1.O



Below is an isolated molecule of C15H21N5S, with properties calculated with wB97M-V/def2-TZVPD.

Last column: Mulliken charge in e.
Geometry (Å):
N (0.033, 0.289, -1.156)  -0.45
N (-0.594, 0.157, 1.124)  -0.51
S (-1.376, 4.463, -1.593)  -0.24
C (-2.945, 3.734, 0.268)  -0.49
C (-3.451, 5.033, -0.200)  -0.69
C (-1.844, 3.266, -0.412)  0.22
C (-2.665, 5.558, -1.098)  0.64
C (-0.020, -0.368, 0.010)  0.13
C (-0.460, 1.493, -1.230)  -0.97
C (-1.250, 1.289, 0.994)  0.29
C (-1.203, 2.017, -0.199)  1.02
N (-1.772, 1.706, 2.130)  -0.42
N (0.586, -1.670, 0.030)  0.25
N (3.618, -2.971, 0.277)  -0.74
C (-2.845, 6.943, -1.568)  -1.22
C (2.864, -5.265, 0.287)  -1.94
C (0.739, -2.412, 1.333)  -0.75
C (1.120, -2.208, -1.219)  -0.84
C (1.526, -3.733, 1.321)  -1.00
C (1.737, -3.572, -1.184)  -0.99
C (2.432, -3.834, 0.139)  1.39
H (-3.648, 3.316, 1.044)  0.34
H (-4.306, 5.438, 0.357)  0.31
H (-0.236, 2.051, -2.170)  0.29
H (-1.965, 2.699, 2.249)  0.26
H (-1.936, 1.083, 2.897)  0.23
H (4.241, -3.355, 0.978)  0.33
H (3.339, -2.035, 0.605)  0.29
H (-1.896, 7.448, -1.410)  0.29
H (-3.062, 6.949, -2.644)  0.30
H (-3.689, 7.451, -1.151)  0.37
H (2.056, -6.072, 0.202)  0.33
H (3.487, -5.470, 1.169)  0.42
H (3.594, -5.384, -0.510)  0.49
H (1.346, -1.748, 2.013)  0.33
H (-0.221, -2.661, 1.738)  0.32
H (0.435, -2.032, -2.025)  0.48
H (1.968, -1.597, -1.454)  0.43
H (0.793, -4.561, 1.302)  0.36
H (2.138, -3.614, 2.209)  0.34
H (2.441, -3.655, -2.028)  0.39
H (0.894, -4.166, -1.424)  0.41

- orbital gap (eV) = 8.08
- total charge = 0
- HOMO (eV) = -7.3
- SMILES string = Cc1ccc(-c2cnc(N3CCC(C)(N)CC3)nc2N)s1



Below is a cluster of 2 separate species, C2H3ClN2O in total, with properties calculated with wB97M-V/def2-TZVPD.

Last column: Mulliken charge in e.
Geometry (Å):
C (-1.721, 0.478, 0.921)  -0.32
C (0.601, 0.942, 0.183)  -0.38
N (-0.646, 0.808, 0.454)  0.04
N (0.570, -2.117, -0.335)  0.25
O (1.244, -1.222, 0.037)  -0.20
Cl (0.354, -2.060, -2.109)  -0.14
H (-2.686, 1.087, 0.973)  0.23
H (0.833, 0.833, -0.891)  0.24
H (1.451, 1.250, 0.766)  0.29

- orbital gap (eV) = 7.34
- total charge = 0
- HOMO (eV) = -8.1



Below is a structure of composition C14H12N3RhS2SbSe4, with properties calculated with wB97M-V/def2-TZVPD.

Last column: Mulliken charge in e.
Geometry (Å):
Rh (-1.232, 0.206, 0.056)  -0.22
S (2.752, 0.707, 2.244)  -0.35
C (2.628, -1.007, 1.906)  0.77
C (3.570, -1.969, 2.178)  -0.59
C (3.295, -3.289, 1.841)  -0.45
C (2.089, -3.610, 1.238)  -0.69
C (1.144, -2.648, 0.948)  0.15
C (1.395, -1.308, 1.282)  -0.78
N (0.590, -0.234, 1.089)  -0.35
C (1.146, 0.913, 1.553)  1.09
C (0.483, 2.138, 1.408)  0.55
C (0.938, 3.369, 1.918)  -0.86
C (0.220, 4.521, 1.691)  -0.60
C (-0.958, 4.484, 0.958)  -0.84
C (-1.427, 3.264, 0.469)  0.00
C (-0.722, 2.097, 0.659)  0.34
H (4.492, -1.690, 2.660)  0.39
H (4.026, -4.057, 2.053)  0.38
H (1.878, -4.639, 0.987)  0.41
H (0.203, -2.928, 0.502)  0.37
H (1.864, 3.378, 2.474)  0.34
H (0.587, 5.462, 2.075)  0.37
H (-1.512, 5.389, 0.751)  0.40
H (-2.358, 3.277, -0.094)  0.34
Se (-3.982, -0.627, -4.959)  -0.74
Sb (-4.896, 0.487, -2.958)  0.34
Se (-3.541, 0.393, 0.535)  -0.27
Se (-2.730, 1.061, -1.500)  -0.13
Se (-6.421, -1.129, -1.935)  -0.65
N (0.476, -1.005, -2.180)  -0.29
C (-0.707, -1.615, -2.439)  0.62
N (-1.057, -1.848, -3.703)  -0.30
S (-1.659, -2.108, -1.146)  -0.36
H (1.136, -0.835, -2.925)  0.20
H (0.858, -1.121, -1.246)  0.10
H (-0.546, -1.408, -4.454)  0.21
H (-2.020, -2.068, -3.936)  0.10

- orbital gap (alpha / beta) (eV) = 4.26 / 4.49
- total charge = -1
- HOMO (alpha / beta) (eV) = -3.4 / -3.5



Below is an isolated molecule of C10H11Cl, with properties calculated with wB97M-V/def2-TZVPD.

Last column: Mulliken charge in e.
Geometry (Å):
C (1.984, 2.808, 0.228)  -0.74
C (1.809, 1.962, 1.301)  -0.42
C (1.350, 2.422, -0.967)  -0.44
C (1.080, 0.805, 1.213)  -0.38
C (0.486, 1.339, -1.033)  -0.22
C (0.338, 0.470, 0.079)  0.61
C (-0.363, -0.836, -0.075)  0.45
C (-1.744, -0.943, -0.740)  0.40
C (0.355, -2.004, 0.531)  -1.71
C (-2.710, -1.998, -0.583)  -1.10
Cl (-2.560, 0.574, -1.058)  -0.21
H (2.602, 3.614, 0.270)  0.49
H (2.257, 2.024, 2.244)  0.39
H (1.381, 3.010, -1.863)  0.37
H (0.920, 0.092, 2.135)  0.18
H (0.012, 1.133, -2.075)  0.20
H (-0.167, -2.290, 1.380)  0.46
H (0.363, -3.042, -0.071)  0.30
H (1.414, -1.913, 0.662)  0.48
H (-2.565, -2.592, 0.473)  0.20
H (-3.750, -1.791, -0.676)  0.43
H (-2.492, -2.843, -1.374)  0.25

- orbital gap (eV) = 8.22
- total charge = 0
- HOMO (eV) = -7.9
- SMILES string = C/C(Cl)=C(\C)c1ccccc1



Below is a structure of composition C3H7NOP, with properties calculated with wB97M-V/def2-TZVPD.

Last column: Mulliken charge in e.
Geometry (Å):
C (0.793, 0.404, -1.117)  -0.67
C (0.344, -1.060, -1.016)  -0.44
C (-0.177, -0.013, -0.061)  0.01
N (0.166, 0.286, 1.324)  -0.15
O (-2.480, 0.569, 1.474)  -0.46
P (-2.486, 0.359, 0.006)  0.63
H (1.714, 0.785, -0.824)  0.29
H (0.590, 0.794, -2.085)  0.25
H (-0.242, -1.585, -1.681)  0.29
H (1.188, -1.709, -0.651)  0.23
H (-0.792, 0.709, 1.586)  0.40
H (0.812, 0.990, 1.319)  0.32
H (0.570, -0.529, 1.724)  0.30

- orbital gap (eV) = 7.99
- total charge = +1
- HOMO (eV) = -13.8



Below is a structure of composition H24Ne2O12, with properties calculated with wB97M-V/def2-TZVPD.

Last column: Mulliken charge in e.
Geometry (Å):
Ne (0.205, -2.642, -2.144)  0.00
Ne (-0.413, -0.080, -0.165)  0.00
O (1.680, 1.689, -1.866)  -0.80
H (1.785, 1.461, -2.789)  0.31
H (1.815, 0.865, -1.398)  0.44
O (-0.273, -3.359, 1.232)  -0.74
H (-0.697, -2.754, 0.624)  0.36
H (0.130, -2.793, 1.891)  0.35
O (2.101, -3.278, -0.099)  -0.67
H (2.743, -3.819, 0.361)  0.26
H (1.263, -3.508, 0.301)  0.41
O (-1.252, -0.147, 3.131)  -0.61
H (-0.715, 0.377, 2.536)  0.33
H (-1.665, 0.494, 3.710)  0.29
O (2.666, -0.694, -0.705)  -0.64
H (2.256, -1.540, -0.526)  0.35
H (3.489, -0.914, -1.143)  0.24
O (-0.511, 3.041, 1.766)  -0.64
H (-0.135, 3.586, 2.458)  0.29
H (0.217, 2.880, 1.165)  0.39
O (-3.782, 2.030, 0.610)  -0.61
H (-3.968, 1.190, 0.191)  0.32
H (-3.068, 2.403, 0.092)  0.29
O (-0.953, 1.444, -2.741)  -0.71
H (-0.118, 1.561, -2.287)  0.43
H (-1.454, 2.232, -2.529)  0.32
O (3.219, 0.990, 1.413)  -0.73
H (2.890, 0.379, 0.754)  0.39
H (2.742, 0.764, 2.211)  0.34
O (-2.850, -0.647, -2.330)  -0.63
H (-2.510, -1.237, -1.658)  0.31
H (-2.248, 0.097, -2.322)  0.41
O (1.816, 3.220, 0.385)  -0.73
H (2.266, 2.543, 0.889)  0.41
H (1.916, 2.947, -0.527)  0.35
O (-2.582, -2.672, -0.264)  -0.62
H (-3.220, -2.594, 0.446)  0.28
H (-2.782, -3.514, -0.674)  0.29

- orbital gap (eV) = 10.55
- total charge = 0
- HOMO (eV) = -10.6



Below is a cluster of 2 separate species, C3H9NO3 in total, with properties calculated with wB97M-V/def2-TZVPD.

Last column: Mulliken charge in e.
Geometry (Å):
C (2.715, -0.639, -0.348)  -0.66
C (0.650, 0.296, 0.070)  0.76
C (-0.114, 1.541, 0.434)  -0.87
H (-2.804, -0.356, -0.309)  0.37
H (-4.360, -0.287, -0.420)  0.29
H (2.842, -1.097, 0.653)  0.29
H (3.738, -0.320, -0.629)  0.26
H (2.406, -1.355, -1.154)  0.27
H (-1.050, 1.460, -0.105)  0.24
H (-0.412, 1.621, 1.482)  0.27
H (0.382, 2.441, 0.121)  0.32
H (-1.363, -1.940, 0.401)  0.39
N (0.165, -0.908, 0.110)  -0.45
O (-3.566, 0.080, -0.672)  -0.63
O (1.939, 0.510, -0.346)  -0.35
O (-1.169, -1.045, 0.712)  -0.48

- orbital gap (eV) = 10.40
- total charge = 0
- HOMO (eV) = -9.6
- SMILES string = CO/C(C)=N/O.O



no.,E_tot (Eh)
1,-407.917148
2,-1256.112104
3,-722.739186
4,-11458.008833
5,-847.739356
6,-589.499318
7,-1175.184479
8,-400.100532